Record 1
C10H11NS as an isolated structure, computed with ωB97M-V/def2-TZVPD.

XYZ file:
```
23
Properties=species:S:1:pos:R:3
C 0.55 1.86 -2.31
C -0.49 0.91 -2.32
C 1.43 1.92 -1.28
C -0.51 -0.02 -1.27
C 0.54 0.04 -0.30
C -1.42 -1.05 -0.84
C -1.19 -1.80 0.24
C 0.43 -0.98 0.87
C 1.49 -2.07 0.94
C -1.17 0.99 1.96
N 1.41 1.02 -0.31
S 0.03 -0.28 2.50
H 0.47 2.60 -3.00
H -1.24 1.02 -3.11
H 2.07 2.74 -1.08
H -2.37 -1.25 -1.41
H -1.83 -2.49 0.80
H 1.67 -2.26 -0.06
H 1.27 -3.07 1.49
H 2.47 -1.53 1.30
H -2.03 0.38 1.49
H -0.44 1.59 1.25
H -1.50 1.61 2.78
```

As for the highest occupied orbital energy: -8.13 eV. For the lowest unoccupied orbital energy, the calculation gives 0.370 eV. Its relative energy (zero: lowest compared OMol25 entry of this formula, charge and spin) is 36.84 kcal/mol. For the gap between HOMO and LUMO, the calculation gives 8.504 eV. As for the total charge: 0. The largest force on an atom comes out at 0.095 hartree/bohr. As for the spin multiplicity: 1.

Mulliken population analysis, charges in e, atoms 1 to 8:
1 C -0.412
2 C -0.600
3 C -0.466
4 C 1.039
5 C -0.698
6 C -0.245
7 C -1.008
8 C 1.258

Record 2
One molecule with the formula C3H3NO2, computed with ωB97M-V/def2-TZVPD.

XYZ file:
```
9
Properties=species:S:1:pos:R:3
O -0.55 -1.83 0.70
C -0.37 -0.61 0.17
C 0.82 0.15 0.34
C 0.55 1.27 -0.37
O -0.67 1.21 -0.90
N -1.26 0.01 -0.55
H -1.34 -2.22 0.30
H 1.71 -0.14 0.89
H 1.12 2.16 -0.58
```

As for the highest occupied orbital energy: -9.97 eV. For the lowest unoccupied orbital energy, the calculation gives 0.872 eV. Its relative energy (zero: lowest compared OMol25 entry of this formula, charge and spin) is 48.88 kcal/mol. For the gap between HOMO and LUMO, the calculation gives 10.837 eV. Its structure (SMILES) is Oc1ccon1. As for the total charge: 0. The largest force on an atom comes out at 0.009 hartree/bohr. As for the spin multiplicity: 1.

Mulliken population analysis, charges in e, atoms 1 to 8:
1 O -0.487
2 C 0.634
3 C -0.418
4 C -0.280
5 O -0.110
6 N -0.439
7 H 0.343
8 H 0.345

Record 3
A 2-piece molecular cluster, C4H10NSi overall, computed with ωB97M-V/def2-TZVPD.

XYZ file:
```
16
Properties=species:S:1:pos:R:3
C -1.92 -0.19 -0.09
C -3.30 -0.06 -0.22
C 2.00 1.59 0.26
C 1.67 -1.59 0.48
N -0.77 -0.25 -0.05
Si 1.05 0.02 -0.22
H -3.74 -0.95 -0.69
H -3.84 0.27 0.78
H -3.15 0.81 -0.95
H 1.57 2.59 0.18
H 2.29 1.28 1.29
H 2.82 1.66 -0.42
H 2.67 -1.49 1.15
H 0.98 -1.96 1.31
H 1.84 -2.32 -0.32
H -0.17 0.61 -2.48
```

As for the highest occupied orbital energy (spin up / spin down): -13.52 / -12.05 eV. For the lowest unoccupied orbital energy (spin up / spin down), the calculation gives -4.833 / -4.617 eV. Its relative energy (zero: lowest compared OMol25 entry of this formula, charge and spin) is 91.93 kcal/mol. For the gap between HOMO and LUMO (spin up / spin down), the calculation gives 8.685 / 7.431 eV. As for the total charge: +1. The largest force on an atom comes out at 0.056 hartree/bohr. As for the spin multiplicity: 1.

Mulliken population analysis, charges in e, atoms 1 to 8:
1 C 0.421
2 C -0.738
3 C -0.822
4 C -0.943
5 N 0.206
6 Si 0.117
7 H 0.305
8 H 0.319

Record 4
C54H40CaCl2N4O3PSb as an isolated structure, computed with ωB97M-V/def2-TZVPD.

XYZ file:
```
106
Properties=species:S:1:pos:R:3
Ca 0.18 0.21 0.18
Cl -5.70 -0.02 -3.48
C -4.02 -0.02 -3.04
C -3.67 -0.02 -1.70
C -2.33 -0.03 -1.32
N -1.89 -0.08 -0.02
C -2.68 -0.04 1.05
O -3.90 0.01 1.13
C -1.88 -0.06 2.33
C -2.59 -0.05 3.53
C -1.89 -0.04 4.73
C -0.50 -0.04 4.69
C 0.11 -0.05 3.45
N -0.54 -0.06 2.30
C -1.32 -0.02 -2.33
C -1.70 -0.02 -3.67
C -3.04 -0.02 -4.03
Cl -3.48 -0.04 -5.70
N -0.02 -0.05 -1.89
C 1.05 -0.02 -2.68
O 1.14 0.01 -3.91
C 2.33 -0.03 -1.88
C 3.54 -0.03 -2.59
C 4.73 -0.03 -1.90
C 4.69 -0.02 -0.50
C 3.46 -0.02 0.11
N 2.30 -0.02 -0.54
H -4.44 -0.04 -0.94
H -3.66 -0.04 3.49
H -2.42 -0.03 5.67
H 0.08 -0.02 5.60
H 1.20 -0.04 3.38
H -0.94 -0.02 -4.44
H 3.49 -0.04 -3.67
H 5.67 -0.03 -2.42
H 5.60 -0.02 0.08
H 3.38 -0.03 1.20
O 0.19 2.26 0.20
P 0.13 3.74 0.16
C 0.28 4.38 1.86
C 1.43 4.03 2.56
C 1.59 4.45 3.86
C 0.61 5.21 4.47
C -0.54 5.54 3.78
C -0.72 5.13 2.48
C -1.39 4.39 -0.57
C -1.50 5.75 -0.89
C -2.66 6.22 -1.46
C -3.71 5.36 -1.72
C -3.60 4.01 -1.41
C -2.44 3.52 -0.84
C 1.51 4.43 -0.80
C 2.13 5.63 -0.47
C 3.15 6.11 -1.26
C 3.55 5.40 -2.38
C 2.93 4.21 -2.71
C 1.91 3.72 -1.92
H 2.18 3.43 2.06
H 2.49 4.19 4.41
H 0.75 5.55 5.49
H -1.31 6.13 4.27
H -1.61 5.38 1.93
H -0.67 6.42 -0.69
H -2.75 7.27 -1.70
H -4.62 5.74 -2.17
H -4.42 3.34 -1.62
H -2.34 2.48 -0.59
H 1.81 6.17 0.41
H 3.63 7.04 -1.01
H 4.35 5.79 -3.00
H 3.24 3.67 -3.59
H 1.41 2.79 -2.17
C -1.32 -5.70 4.11
C -0.19 -4.89 4.15
C 0.20 -4.20 3.02
C -0.53 -4.30 1.83
C -1.66 -5.09 1.81
C -2.05 -5.79 2.94
Sb 0.13 -3.11 0.14
C -1.04 -4.16 -1.35
C -1.86 -3.38 -2.16
C -2.65 -3.95 -3.14
C -2.64 -5.32 -3.32
C -1.83 -6.11 -2.52
C -1.03 -5.53 -1.55
C 1.96 -4.27 -0.08
C 3.09 -3.60 -0.54
C 4.30 -4.26 -0.67
C 4.40 -5.60 -0.37
C 3.28 -6.28 0.08
C 2.07 -5.62 0.24
H -1.63 -6.24 4.99
H 0.38 -4.81 5.06
H 1.08 -3.57 3.05
H -2.25 -5.17 0.90
H -2.94 -6.41 2.91
H -1.88 -2.31 -2.02
H -3.28 -3.32 -3.76
H -3.26 -5.77 -4.09
H -1.82 -7.18 -2.66
H -0.41 -6.17 -0.93
H 3.02 -2.55 -0.79
H 5.18 -3.71 -1.01
H 5.34 -6.12 -0.47
H 3.35 -7.34 0.32
H 1.21 -6.15 0.62
```

As for the highest occupied orbital energy: -6.73 eV. For the lowest unoccupied orbital energy, the calculation gives 0.089 eV. Its relative energy (zero: lowest compared OMol25 entry of this formula, charge and spin) is 26.51 kcal/mol. For the gap between HOMO and LUMO, the calculation gives 6.823 eV. As for the total charge: 0. The largest force on an atom comes out at 0.066 hartree/bohr. As for the spin multiplicity: 1.

Mulliken population analysis, charges in e, atoms 1 to 8:
1 Ca 2.987
2 Cl -0.241
3 C -0.132
4 C -0.724
5 C -0.666
6 N 1.442
7 C 0.277
8 O -0.819

Record 5
C30H29BrEuN8PSe as an isolated structure, computed with ωB97M-V/def2-TZVPD.

XYZ file:
```
71
Properties=species:S:1:pos:R:3
Eu -0.33 -0.04 -0.41
C 4.37 -2.15 0.87
C 3.07 -2.53 0.56
C 2.04 -1.63 0.72
C 2.26 -0.34 1.24
C 3.58 0.04 1.50
C 4.62 -0.86 1.31
N 1.17 0.51 1.37
C 0.96 1.27 2.47
C 1.67 1.06 3.68
C 1.39 1.75 4.83
C 0.36 2.69 4.82
C -0.35 2.93 3.65
C -0.09 2.27 2.46
N -0.87 2.71 1.40
N -0.75 2.09 0.23
C -1.54 2.58 -0.80
C -2.25 3.78 -0.81
C -2.98 4.07 -1.94
C -3.01 3.18 -3.01
C -2.27 2.01 -2.91
N -1.54 1.71 -1.83
H 5.18 -2.85 0.75
H 2.86 -3.53 0.20
H 1.02 -1.96 0.50
H 3.78 1.05 1.84
H 5.63 -0.55 1.53
H 2.44 0.30 3.69
H 1.94 1.56 5.74
H 0.12 3.23 5.72
H -1.14 3.67 3.61
H -2.20 4.43 0.05
H -3.55 4.99 -1.99
H -3.58 3.38 -3.90
H -2.26 1.28 -3.71
Br 4.11 -1.88 -4.13
C 3.34 -0.38 -3.31
C 3.80 0.90 -3.57
C 3.16 1.96 -2.95
C 2.10 1.71 -2.10
N 1.68 0.47 -1.84
C 2.30 -0.56 -2.42
H 4.63 1.06 -4.24
H 3.48 2.98 -3.12
H 1.56 2.51 -1.61
H 1.96 -1.55 -2.17
C -2.29 -3.00 1.56
P -1.48 -1.41 1.96
C -0.43 -1.90 3.38
C -2.82 -0.50 2.80
H -2.55 -3.53 2.48
H -1.65 -3.62 0.95
H -3.21 -2.80 1.00
H -1.04 -2.39 4.15
H 0.05 -1.03 3.81
H 0.34 -2.60 3.05
H -3.30 -1.14 3.53
H -3.56 -0.17 2.07
H -2.41 0.38 3.30
Se -4.43 -0.84 -0.88
N -4.53 -1.83 -2.35
C -3.29 -2.06 -2.78
C -2.92 -2.78 -3.93
C -1.56 -2.87 -4.22
C -0.61 -2.30 -3.40
N -0.91 -1.62 -2.27
C -2.23 -1.49 -1.98
N -2.62 -0.80 -0.90
H -3.67 -3.22 -4.56
H -1.22 -3.40 -5.11
H 0.44 -2.40 -3.65
```

As for the highest occupied orbital energy (spin up / spin down): -8.42 / -10.97 eV. For the lowest unoccupied orbital energy (spin up / spin down), the calculation gives -2.625 / -5.281 eV. For the gap between HOMO and LUMO (spin up / spin down), the calculation gives 5.791 / 5.687 eV. As for the total charge: +1. The largest force on an atom comes out at 0.027 hartree/bohr. As for the spin multiplicity: 8.

Mulliken population analysis, charges in e, atoms 1 to 8:
1 Eu 0.393
2 C -0.655
3 C -1.114
4 C -0.197
5 C 0.318
6 C -0.090
7 C -0.789
8 N 0.322